{
  "formula": "C32H56Cl44N2S",
  "method": "wB97M-V/def2-TZVPD",
  "species": ["C", "C", "C", "C", "C", "C", "C", "C", "N", "S", "N", "C", "C", "H", "H", "H", "H", "H", "H", "H", "H", "H", "H", "H", "H", "C", "Cl", "Cl", "H", "H", "C", "Cl", "Cl", "H", "H", "C", "Cl", "Cl", "H", "H", "C", "Cl", "Cl", "H", "H", "C", "Cl", "Cl", "H", "H", "C", "Cl", "Cl", "H", "H", "C", "Cl", "Cl", "H", "H", "C", "Cl", "Cl", "H", "H", "C", "Cl", "Cl", "H", "H", "C", "Cl", "Cl", "H", "H", "C", "Cl", "Cl", "H", "H", "C", "Cl", "Cl", "H", "H", "C", "Cl", "Cl", "H", "H", "C", "Cl", "Cl", "H", "H", "C", "Cl", "Cl", "H", "H", "C", "Cl", "Cl", "H", "H", "C", "Cl", "Cl", "H", "H", "C", "Cl", "Cl", "H", "H", "C", "Cl", "Cl", "H", "H", "C", "Cl", "Cl", "H", "H", "C", "Cl", "Cl", "H", "H", "C", "Cl", "Cl", "H", "H"],
  "coordinates": [[2.2578, 3.4793, 6.4469], [1.5295, 3.1589, 5.1183], [0.2567, 4.0696, 5.0967], [1.1070, 1.6735, 5.1121], [1.5479, 0.8476, 3.9209], [1.4807, -0.5609, 4.0812], [1.7632, -1.4247, 3.1383], [2.1613, -0.9266, 1.8945], [2.4737, -1.6323, 0.8051], [2.8905, -0.4957, -0.2436], [2.6888, 0.8775, 0.5291], [2.2732, 0.4704, 1.7336], [1.9643, 1.3607, 2.7854], [2.1968, 4.5371, 6.6872], [3.2968, 3.1775, 6.3952], [1.7359, 2.9310, 7.2318], [2.1821, 3.4474, 4.2991], [0.1745, 4.5798, 4.1365], [-0.6497, 3.4912, 5.2623], [0.2963, 4.8109, 5.8913], [0.0228, 1.5624, 5.1766], [1.5002, 1.1952, 6.0104], [1.1529, -0.9692, 5.0370], [1.6779, -2.4890, 3.2932], [2.0142, 2.4223, 2.6620], [-2.3089, 0.6287, 3.2250], [-3.7078, 0.7801, 4.2948], [-1.6578, 2.2090, 2.7849], [-1.5353, 0.0596, 3.7330], [-2.6167, 0.1141, 2.3236], [-1.9055, 1.1186, -0.6433], [-0.1738, 1.2883, -0.3682], [-2.4697, -0.5338, -0.3198], [-2.4334, 1.8029, 0.0130], [-2.1168, 1.3554, -1.6781], [3.6537, -5.1938, 0.9163], [2.5848, -6.1012, 2.0018], [3.8370, -5.9908, -0.6462], [3.2318, -4.2104, 0.7559], [4.6279, -5.1144, 1.3812], [-4.8630, 4.8594, -1.2059], [-3.0950, 4.8792, -1.0704], [-5.5279, 3.2969, -0.7090], [-5.2708, 5.6265, -0.5664], [-5.1384, 5.0481, -2.2367], [-5.9072, -0.3984, -2.7696], [-6.9503, -1.3049, -3.8740], [-5.0090, 0.8629, -3.6261], [-6.5263, 0.0656, -2.0046], [-5.2009, -1.0820, -2.3109], [-8.8693, 5.3684, -2.2012], [-8.2360, 5.0273, -3.8140], [-7.6442, 6.1173, -1.1686], [-9.7106, 6.0454, -2.2900], [-9.1840, 4.4373, -1.7445], [-9.4378, -1.6578, -0.8162], [-8.2923, -0.3214, -0.6213], [-8.6150, -3.2180, -0.8568], [-10.1266, -1.6474, 0.0201], [-9.9748, -1.5198, -1.7474], [-2.2392, 6.3148, 2.8169], [-3.0098, 4.9314, 3.5922], [-1.1108, 5.7581, 1.5790], [-3.0035, 6.9253, 2.3497], [-1.6997, 6.8939, 3.5572], [5.7915, 2.9477, 3.1385], [4.4877, 1.8251, 2.6897], [5.3111, 4.6277, 2.8595], [6.0208, 2.8220, 4.1856], [6.6679, 2.7300, 2.5374], [-4.6504, -0.8963, -6.8377], [-5.6927, -1.8023, -7.9424], [-3.7521, 0.3669, -7.6908], [-5.2653, -0.4352, -6.0751], [-3.9449, -1.5800, -6.3803], [-0.0823, -8.5869, 1.8778], [-1.0034, -9.0577, 3.3146], [-1.0948, -8.5412, 0.4344], [0.3328, -7.6010, 2.0380], [0.7129, -9.3068, 1.7228], [-3.5495, 3.8144, -9.7749], [-5.0804, 4.4328, -9.1487], [-3.4664, 3.9369, -11.5395], [-2.7386, 4.3920, -9.3456], [-3.4536, 2.7721, -9.4947], [6.4830, 1.3334, 7.5199], [5.6294, 0.9267, 9.0109], [5.3696, 1.4768, 6.1513], [6.9906, 2.2813, 7.6559], [7.2014, 0.5518, 7.3031], [1.2763, 4.4810, 9.9245], [0.6505, 5.9717, 9.2085], [3.0076, 4.2936, 9.6344], [1.1026, 4.5078, 10.9936], [0.7569, 3.6384, 9.4817], [-1.3586, -1.0192, 7.6267], [-2.0045, 0.5156, 7.0528], [0.3408, -1.2250, 7.1741], [-1.4342, -1.0469, 8.7073], [-1.9347, -1.8266, 7.1903], [6.6960, -2.1421, 1.5357], [4.9596, -1.9113, 1.3000], [7.1244, -3.8634, 1.5022], [7.2299, -1.6354, 0.7392], [6.9812, -1.7292, 2.4969], [0.0544, -8.7017, -3.4046], [0.9677, -8.7825, -4.9151], [0.9837, -7.9401, -2.1104], [-0.8424, -8.1209, -3.5729], [-0.2055, -9.7098, -3.1017], [-0.3453, 5.8790, -10.6024], [0.2335, 4.2648, -11.0343], [-0.4748, 6.0786, -8.8507], [0.3515, 6.6147, -10.9873], [-1.3250, 6.0239, -11.0449], [6.1824, -8.5374, 1.2070], [7.2293, -7.1607, 1.5724], [7.0940, -10.0500, 1.1279], [5.4339, -8.6207, 1.9863], [5.7057, -8.3647, 0.2488], [6.6751, -5.3272, -2.9460], [7.7212, -4.3260, -3.9633], [6.7642, -4.8525, -1.2474], [5.6508, -5.2165, -3.2855], [6.9882, -6.3610, -3.0372], [-3.0244, -6.7525, -5.5985], [-2.8013, -6.3954, -3.8802], [-2.1054, -8.1767, -6.1110], [-4.0772, -6.9341, -5.7792], [-2.6887, -5.8988, -6.1752], [3.2270, 4.7786, -13.1806], [4.3544, 6.1236, -12.9569], [4.0641, 3.2231, -13.2099], [2.5210, 4.7770, -12.3588], [2.7075, 4.9127, -14.1222]],
  "forces_ev_per_a": [[-0.302, -0.304, -0.662], [-1.173, 0.739, 1.328], [0.384, -0.254, -0.349], [0.760, -0.028, -0.581], [-0.804, -0.279, 2.416], [-0.815, 0.519, 2.397], [0.266, -2.031, -1.300], [-0.181, 0.061, 0.024], [-0.491, 0.954, -0.430], [0.082, -0.325, -2.385], [-0.046, -1.135, 0.024], [-0.289, 0.992, 0.240], [-0.654, 0.542, -1.408], [0.185, 0.102, -0.059], [0.137, -0.121, 0.293], [0.194, 0.022, 0.250], [0.030, -0.212, -0.129], [-0.215, 0.056, 0.010], [-0.059, 0.016, -0.121], [0.055, 0.207, -0.053], [-0.039, 0.169, 0.084], [0.035, -0.088, 0.008], [0.163, 0.392, -0.393], [0.033, -0.160, -0.004], [-0.061, 0.220, -0.413], [0.176, -0.113, -0.056], [-0.228, 0.005, -0.186], [0.085, -0.330, -0.119], [0.004, 0.076, 0.089], [-0.055, 0.024, -0.019], [-0.051, 0.247, -0.054], [-0.099, 0.001, -0.053], [-0.066, -0.021, -0.032], [0.029, -0.071, 0.062], [-0.022, -0.081, -0.068], [0.095, 0.152, -0.034], [0.049, 0.008, 0.076], [-0.412, -0.252, -0.013], [-0.133, 0.041, -0.020], [0.057, -0.089, 0.032], [0.350, -0.125, -0.118], [-0.154, -0.009, -0.071], [-0.052, -0.026, 0.022], [0.166, -0.039, 0.157], [0.019, -0.091, -0.014], [0.106, 0.123, 0.174], [-0.049, -0.033, 0.072], [0.114, 0.046, 0.018], [0.280, -0.049, -0.470], [0.034, -0.014, -0.108], [-0.102, -0.072, -0.021], [-0.028, -0.031, 0.004], [-0.464, 0.215, 0.032], [0.074, 0.075, -0.037], [0.117, -0.031, 0.002], [-0.100, -0.093, -0.053], [-0.447, 0.055, 0.385], [-0.044, -0.010, 0.004], [0.091, 0.013, 0.065], [0.113, 0.013, -0.054], [-0.108, -0.013, -0.001], [-0.298, 0.387, 0.235], [0.281, 0.148, -0.019], [0.004, -0.059, -0.076], [0.074, -0.109, 0.036], [0.122, -0.131, -0.283], [1.746, 0.613, 0.428], [0.026, 0.008, 0.029], [-0.082, 0.052, 0.044], [-0.071, 0.063, -0.101], [-0.077, -0.027, 0.045], [-0.010, -0.055, 0.070], [0.075, 0.031, 0.084], [-0.039, 0.061, -0.102], [0.056, -0.006, -0.108], [0.053, -0.023, 0.008], [0.059, 0.000, 0.035], [-0.167, -0.033, 0.117], [-0.098, 0.048, 0.004], [-0.064, -0.059, -0.006], [0.063, -0.045, 0.082], [0.018, -0.005, 0.050], [0.045, 0.008, 0.001], [-0.036, 0.063, -0.033], [-0.092, -0.022, -0.075], [0.069, 0.028, 0.055], [0.043, 0.013, 0.016], [0.066, -0.216, 0.082], [-0.093, 0.039, 0.011], [-0.084, -0.064, -0.013], [-0.032, -0.072, 0.001], [-0.059, -0.016, 0.008], [0.063, -0.039, 0.146], [0.050, 0.088, -0.001], [0.034, 0.039, -0.101], [-0.037, -0.070, 0.144], [0.057, 0.025, 0.163], [-0.172, -0.175, 0.506], [0.069, 0.041, 0.003], [0.041, 0.024, -0.093], [0.076, 0.083, 0.071], [1.314, -0.369, 0.346], [0.108, 0.306, 0.532], [-0.041, -0.095, -0.074], [-0.037, -0.088, 0.040], [-0.048, -0.102, 0.086], [0.149, -0.075, 0.018], [0.175, 0.082, -0.160], [0.053, 0.074, -0.042], [0.109, -0.017, 0.005], [-0.041, 0.093, -0.091], [-0.021, -0.014, -0.008], [-0.025, 0.042, -0.009], [0.070, -0.038, 0.073], [-0.027, -0.101, 0.044], [-0.113, -0.001, -0.055], [-0.045, -0.052, 0.056], [-0.047, -0.022, -0.008], [0.069, -0.006, 0.060], [0.078, 0.026, -0.030], [-0.132, -0.089, 0.039], [-0.022, -0.028, -0.052], [0.355, 0.050, -0.536], [0.015, 0.086, 0.010], [0.092, 0.035, 0.014], [-0.090, -0.016, -0.162], [-0.051, 0.064, 0.000], [-0.208, 0.144, -0.035], [0.008, -0.066, 0.075], [0.099, -0.019, 0.044], [-0.049, 0.010, 0.010], [-0.052, 0.054, -0.008], [-0.061, -0.030, -0.009], [0.102, -0.025, 0.026], [0.092, -0.005, -0.043]],
  "lowdin_charge": [-0.108, -0.351, -0.076, -0.134, -0.230, -0.059, -0.022, -0.432, -0.307, 0.928, -0.250, -0.504, -0.162, 0.052, 0.019, 0.065, 0.104, 0.046, 0.040, 0.058, 0.065, 0.088, 0.020, 0.122, 0.096, -0.978, 0.495, 0.542, 0.017, -0.026, -1.020, 0.571, 0.525, -0.018, 0.015, -1.018, 0.537, 0.506, -0.016, -0.032, -1.066, 0.510, 0.491, -0.036, 0.010, -1.032, 0.524, 0.520, -0.085, 0.023, -0.993, 0.516, 0.564, 0.025, 0.027, -0.997, 0.561, 0.513, 0.025, 0.027, -1.001, 0.497, 0.488, 0.023, 0.027, -0.983, 0.707, 0.517, -0.062, 0.027, -1.049, 0.501, 0.508, -0.056, 0.028, -1.042, 0.500, 0.491, -0.039, 0.029, -1.024, 0.510, 0.504, -0.021, -0.006, -0.997, 0.513, 0.582, 0.029, 0.026, -1.018, 0.506, 0.523, 0.022, 0.019, -0.977, 0.527, 0.591, 0.025, 0.030, -0.934, 0.641, 0.472, 0.034, 0.028, -1.047, 0.485, 0.476, -0.070, 0.032, -1.011, 0.529, 0.525, 0.026, 0.004, -1.028, 0.490, 0.510, 0.024, 0.006, -1.018, 0.505, 0.449, 0.020, 0.028, -0.992, 0.535, 0.522, 0.025, 0.026, -1.045, 0.496, 0.503, -0.046, 0.026],
  "largest_force_ev_per_a": 2.6,
  "total_energy_ha": -22008.93633,
  "homo_lumo_gap_ev": 8.48
}


{
  "formula": "C32H56DyN2O3P2",
  "method": "wB97M-V/def2-TZVPD",
  "species": ["Dy", "C", "C", "C", "C", "C", "C", "H", "H", "H", "C", "H", "H", "H", "C", "H", "H", "H", "C", "H", "H", "H", "C", "H", "H", "H", "C", "C", "C", "C", "C", "C", "C", "C", "H", "H", "H", "H", "H", "H", "H", "H", "H", "H", "H", "H", "P", "C", "H", "H", "H", "C", "H", "H", "H", "C", "H", "H", "H", "P", "C", "H", "H", "H", "C", "H", "H", "H", "C", "H", "H", "H", "C", "C", "C", "C", "C", "C", "O", "N", "C", "O", "N", "C", "O", "H", "H", "H", "H", "H", "H", "H", "H", "H", "H", "H"],
  "coordinates": [[-0.6983, 1.5070, -0.5936], [1.5137, 2.5123, -1.6850], [0.6986, 3.6504, -1.3795], [1.5350, 2.8175, 0.6048], [2.0411, 2.0075, -0.4572], [0.6693, 3.7998, 0.0386], [1.9771, 2.1250, -3.0373], [1.2650, 2.4521, -3.8036], [2.1019, 1.0378, -3.1217], [2.9521, 2.6000, -3.2426], [3.0463, 0.9170, -0.3709], [3.7575, 1.0000, -1.2094], [2.5698, -0.0769, -0.4551], [3.6182, 0.9516, 0.5650], [1.8960, 2.7125, 2.0418], [2.6509, 3.4724, 2.3131], [2.3263, 1.7265, 2.2772], [1.0140, 2.8725, 2.6831], [-0.1136, 4.8255, 0.7757], [0.0909, 5.8358, 0.3864], [0.1126, 4.8049, 1.8502], [-1.1991, 4.6574, 0.6671], [0.0768, 4.5449, -2.3904], [0.7665, 5.3355, -2.7372], [-0.8190, 5.0408, -1.9899], [-0.2208, 3.9711, -3.2809], [-1.8381, -0.3179, -1.6022], [-1.1931, 0.4478, -2.5750], [-1.9154, 1.3758, -3.5373], [-2.7409, 2.5646, -2.9552], [-2.5192, 2.8503, -1.4768], [-3.0641, 2.0348, -0.5065], [-4.0339, 0.9364, -0.9142], [-3.3437, -0.3527, -1.4431], [-2.5736, 0.7751, -4.1881], [-3.8099, 2.3978, -3.1838], [-1.1817, 1.7915, -4.2472], [-3.8170, -0.6712, -2.3857], [-1.2930, -1.1897, -1.1981], [-0.2092, 0.0896, -2.9282], [-3.5766, -1.1628, -0.7349], [-4.6700, 0.6676, -0.0516], [-3.1388, 2.3470, 0.5466], [-4.7459, 1.2935, -1.6809], [-2.4780, 3.4677, -3.5368], [-2.3010, 3.8924, -1.2283], [0.8060, -2.4801, -3.2401], [2.5795, -2.8969, -3.0567], [2.8118, -3.7817, -3.6645], [2.7574, -3.0813, -1.9841], [3.1939, -2.0557, -3.4002], [0.2012, -3.9393, -2.3037], [0.3374, -4.8485, -2.9051], [-0.8540, -3.7841, -2.0527], [0.7772, -4.0019, -1.3689], [0.5354, -3.0482, -4.9567], [-0.4450, -2.6737, -5.2773], [0.5671, -4.1409, -5.0231], [1.3022, -2.5911, -5.5914], [-3.2589, 0.7310, 2.9496], [-3.8100, 2.2274, 3.8517], [-4.8329, 2.0656, 4.2171], [-3.7939, 3.0628, 3.1330], [-3.1199, 2.4430, 4.6793], [-4.8686, -0.0440, 2.5466], [-5.5513, 0.7290, 2.1681], [-5.2701, -0.5170, 3.4522], [-4.6972, -0.7994, 1.7641], [-2.6507, -0.3562, 4.2858], [-3.4976, -0.8378, 4.7896], [-2.0750, 0.2542, 4.9951], [-1.9924, -1.1239, 3.8518], [4.3103, -1.4045, 2.1968], [3.7121, -2.7906, 2.3782], [2.1668, -2.8506, 2.3558], [1.6965, -4.2860, 2.7552], [2.4589, -5.4228, 2.0954], [1.5708, -1.8421, 3.3399], [1.7915, -1.8270, 4.5434], [0.7528, -0.8353, 2.8095], [0.4151, -0.6960, 1.4859], [-0.2918, 0.3408, 1.1792], [0.8331, -1.5664, 0.5889], [1.7209, -2.5396, 0.9018], [2.2594, -3.1841, -0.0239], [3.9269, -0.6987, 2.9487], [5.3991, -1.4652, 2.3315], [4.1324, -1.0165, 1.1853], [4.0553, -3.4380, 1.5592], [4.1001, -3.2429, 3.3042], [1.7410, -4.4093, 3.8525], [0.6386, -4.3715, 2.4731], [3.4352, -5.6030, 2.5496], [1.8782, -6.3410, 2.2140], [2.5740, -5.2141, 1.0268], [0.3847, -0.1453, 3.4682]],
  "forces_ev_per_a": [[6.909, 1.876, 4.816], [-0.643, 0.486, 0.781], [-0.094, -0.984, 0.235], [-0.462, -0.290, -1.009], [-0.774, 0.778, 0.145], [0.309, -0.707, -0.514], [0.247, -0.219, -0.446], [0.231, -0.070, -0.009], [0.055, 0.188, -0.101], [-0.311, -0.211, -0.114], [0.273, -0.546, -0.177], [-0.143, -0.043, 0.326], [0.283, 0.275, 0.074], [-0.209, 0.024, -0.270], [0.091, -0.122, 0.582], [-0.292, -0.267, -0.069], [-0.194, 0.319, -0.017], [0.351, -0.110, -0.084], [-0.256, 0.467, 0.259], [-0.078, -0.270, 0.241], [-0.077, 0.105, -0.322], [0.159, 0.186, 0.112], [-0.183, 0.452, -0.431], [-0.242, -0.265, 0.171], [0.273, 0.040, -0.193], [0.048, 0.275, 0.141], [-0.164, -1.101, -4.095], [-2.540, -3.309, -1.329], [0.367, 0.332, -0.451], [0.189, 0.441, -0.300], [-3.466, 0.494, 0.298], [-2.469, 2.049, -1.726], [-0.055, -0.488, 0.298], [-0.282, -0.483, 0.833], [0.112, -0.071, 0.428], [0.359, -0.002, 0.487], [-0.062, -0.174, 0.447], [0.386, 0.226, 0.048], [0.209, 0.706, 0.189], [0.108, 0.237, 0.781], [0.181, 0.243, -0.209], [0.525, 0.179, -0.306], [0.574, -0.059, -0.339], [0.541, 0.196, 0.283], [-0.051, -0.428, 0.423], [0.719, -0.457, 0.233], [0.578, -0.283, 0.411], [0.264, 0.284, -0.030], [0.050, 0.120, 0.241], [0.102, 0.113, -0.681], [0.038, -0.227, 0.061], [-0.372, 0.164, 0.199], [-0.127, 0.148, 0.270], [0.037, -0.371, -0.051], [-0.278, -0.005, -0.370], [-0.364, 0.357, -0.139], [0.171, -0.278, -0.190], [0.070, 0.218, -0.136], [-0.161, -0.162, -0.020], [0.520, 0.298, -0.610], [-0.188, -0.023, -0.051], [0.280, 0.316, 0.162], [-0.133, -0.140, 0.448], [-0.297, 0.055, -0.238], [0.099, -0.163, -0.038], [0.048, -0.298, 0.102], [-0.226, 0.096, -0.344], [-0.283, 0.111, 0.322], [0.072, -0.142, -0.035], [0.320, 0.063, 0.128], [-0.111, -0.302, -0.106], [-0.231, 0.157, 0.277], [0.224, 0.097, 0.040], [0.310, -0.293, 0.113], [-0.105, 0.172, -0.186], [-0.434, 0.127, 0.308], [-0.084, -0.124, -0.290], [0.399, 0.131, 1.285], [-0.237, -0.218, -1.514], [-0.338, 0.417, 0.296], [0.690, -0.694, -0.065], [-0.014, -0.729, 0.100], [-1.120, 1.280, -0.316], [1.588, -1.396, -1.028], [-0.948, 0.968, 1.886], [0.096, -0.073, -0.231], [-0.276, 0.093, -0.041], [-0.050, -0.088, 0.294], [-0.160, 0.190, 0.246], [-0.368, 0.198, -0.117], [0.026, 0.365, -0.414], [0.058, 0.008, 0.112], [-0.044, 0.143, -0.088], [0.082, 0.038, -0.047], [0.089, -0.245, 0.210], [0.289, -0.369, -0.261]],
  "mulliken_spin": [4.971, 0.007, 0.013, -0.007, -0.014, -0.008, -0.006, 0.000, -0.001, 0.000, -0.009, 0.000, 0.000, 0.000, 0.002, -0.001, 0.000, 0.000, -0.006, 0.000, 0.000, 0.000, -0.009, -0.001, 0.001, -0.001, 0.000, 0.017, 0.012, -0.008, -0.020, 0.049, -0.001, 0.002, 0.000, -0.001, -0.001, -0.001, -0.005, -0.003, -0.001, 0.001, 0.000, 0.002, -0.001, -0.005, 0.001, 0.001, 0.000, -0.001, 0.000, 0.000, 0.000, 0.000, 0.000, 0.000, 0.000, 0.000, 0.000, 0.001, 0.000, 0.000, 0.000, 0.000, 0.000, 0.000, 0.000, 0.000, 0.000, 0.000, 0.000, 0.000, 0.000, 0.000, -0.001, 0.000, 0.000, -0.001, 0.000, -0.001, 0.002, 0.030, -0.002, 0.001, 0.000, 0.000, 0.000, 0.000, 0.000, 0.000, 0.000, 0.000, 0.000, 0.000, 0.000, 0.000],
  "largest_force_ev_per_a": 8.6,
  "total_energy_ha": -3155.67879,
  "homo_lumo_gap_ev": [5.71, 5.85],
  "spin_multiplicity": 6,
  "charge": 1,
  "de_lowest_kj_mol": 302.0
}


Which formula does entry 1 have? C32H56Cl44N2S